(1)
The following is a DFT calculation (wB97M-V/def2-TZVPD) of an isolated ion of composition C4H4N3 and charge +1.

Strongest force on any atom (eV/Å): 4.39
Energy relative to the best compared isomer or geometry (same formula, charge and spin) (eV): 7.458
Charge: +1

CARTESIAN COORDINATES (ANGSTROEM)
1 C -1.28670 0.21862 0.10376
2 C -0.26050 1.01511 0.20859
3 C -1.14767 -1.20348 0.10171
4 C 1.62803 -0.75022 0.00995
5 N -0.18904 -2.05624 -0.02123
6 N 0.92547 0.39347 0.31649
7 N 2.27874 0.41333 -0.07131
8 H -2.25022 0.60673 0.16937
9 H -0.21607 2.09053 -0.13415
10 H -2.10934 -1.66980 0.19755
11 H 2.62730 0.94196 -0.88074

(2)
The following is a DFT calculation (wB97M-V/def2-TZVPD) of a 3-piece molecular cluster, C16H40NO7S overall.

Strongest force on any atom (eV/Å): 5.07
Charge: +1

CARTESIAN COORDINATES (ANGSTROEM)
1 O 1.33795 4.32600 0.88558
2 C 0.06895 4.31933 0.43200
3 C -0.74243 5.31262 1.16341
4 C -1.94555 5.73535 0.38053
5 C -3.23164 5.34850 0.96646
6 N -3.71247 4.00704 0.50176
7 S -3.08874 2.59787 1.39892
8 H 1.32122 4.08478 1.73879
9 H 0.05222 4.56611 -0.54730
10 H -0.31333 3.36847 0.55507
11 H -0.12895 6.09337 1.30112
12 H -1.05049 4.95321 2.06299
13 H -1.96957 6.75283 0.40518
14 H -1.89802 5.44801 -0.60467
15 H -3.91100 6.00661 0.61556
16 H -3.20076 5.37322 1.96718
17 H -3.43225 3.91704 -0.43789
18 H -4.69367 3.99947 0.48124
19 H -4.15871 2.00737 1.93513
20 C -2.70577 -0.58417 -0.62345
21 O -1.92158 -1.54778 0.01422
22 C -1.64955 -1.28621 1.37271
23 C -1.85166 -2.48570 2.26529
24 O -3.19249 -2.88898 2.42790
25 C -3.90653 -3.51531 1.37314
26 C -3.46092 -4.90279 0.99648
27 O -2.23096 -4.91696 0.31385
28 C -1.37008 -5.96713 0.72049
29 H -2.09647 0.27840 -0.93869
30 H -3.14047 -1.04679 -1.50468
31 H -3.52630 -0.24585 0.02169
32 H -2.28051 -0.46425 1.74700
33 H -0.59693 -0.97661 1.44093
34 H -1.53236 -2.18464 3.26448
35 H -1.20956 -3.31328 1.97094
36 H -3.96169 -2.86526 0.49888
37 H -4.92133 -3.61265 1.75594
38 H -4.22071 -5.33296 0.32939
39 H -3.40756 -5.51489 1.89612
40 H -1.36454 -6.07936 1.80937
41 H -0.36647 -5.71226 0.40017
42 H -1.66049 -6.91612 0.25506
43 C 5.02764 -1.32523 -4.32240
44 O 4.07134 -0.77121 -3.44506
45 C 3.01275 -1.64125 -3.10916
46 C 2.68556 -1.61244 -1.63909
47 O 3.66471 -2.16195 -0.78213
48 C 4.89156 -1.49438 -0.57237
49 C 4.79713 -0.19392 0.17231
50 O 4.23140 0.83151 -0.61540
51 C 3.31327 1.64080 0.06369
52 H 4.68772 -1.26691 -5.36292
53 H 5.94124 -0.74635 -4.22041
54 H 5.25219 -2.36467 -4.06789
55 H 3.24176 -2.66863 -3.40616
56 H 2.12138 -1.31180 -3.66045
57 H 1.80880 -2.24642 -1.49875
58 H 2.39702 -0.61114 -1.31887
59 H 5.44449 -1.37767 -1.50358
60 H 5.46957 -2.17425 0.05287
61 H 5.81185 0.11958 0.45274
62 H 4.21955 -0.34857 1.08566
63 H 2.63423 1.04359 0.68703
64 H 2.71777 2.16062 -0.68094
65 H 3.82927 2.38502 0.68290

(3)
The following is a DFT calculation (wB97M-V/def2-TZVPD) of a 2-piece molecular cluster, C17H8F7IN2O2S overall.

Strongest force on any atom (eV/Å): 2.46
SMILES: FC(F)(F)C(F)(F)C(F)(F)c1c(S)cc(I)c2nccnc12.O=C1C=CC(=O)C=C1

CARTESIAN COORDINATES (ANGSTROEM)
1 F 1.41836 1.58257 -5.88960
2 C 1.70485 0.44236 -5.19885
3 F 2.25253 -0.38944 -6.08075
4 F 2.55636 0.80988 -4.24303
5 C 0.34837 -0.08915 -4.65442
6 F -0.44701 -0.24861 -5.74918
7 F -0.28337 0.79482 -3.86182
8 C 0.44995 -1.52069 -3.93111
9 F 0.02101 -2.44057 -4.82257
10 F 1.77638 -1.79832 -3.76309
11 C -0.32389 -1.47597 -2.62828
12 C -1.61223 -1.94131 -2.53099
13 S -2.52530 -2.59699 -3.92428
14 C -2.35118 -1.92018 -1.28572
15 C -1.78001 -1.42752 -0.15940
16 I -2.86929 -1.42750 1.66143
17 C -0.43968 -0.87778 -0.20037
18 N 0.04079 -0.36860 0.97484
19 C 1.24469 0.13441 0.79583
20 C 1.97601 0.14865 -0.43265
21 N 1.50182 -0.38569 -1.53160
22 C 0.24489 -0.91440 -1.41994
23 H -3.81864 -2.51999 -3.51409
24 H -3.36884 -2.30871 -1.21679
25 H 1.72418 0.60754 1.67559
26 H 2.96653 0.61389 -0.45323
27 O 1.68816 1.80461 3.19070
28 C 0.89398 1.71935 4.10989
29 C -0.41227 1.03810 3.94801
30 C -1.27350 0.95299 4.95932
31 C -0.96439 1.53254 6.28802
32 O -1.74844 1.45289 7.20897
33 C 0.34346 2.21407 6.44811
34 C 1.20473 2.29956 5.43794
35 H -0.62333 0.61855 2.97227
36 H -2.23246 0.46021 4.86079
37 H 0.55288 2.63228 7.42446
38 H 2.16393 2.79216 5.53560

(4)
The following is a DFT calculation (wB97M-V/def2-TZVPD) of a 2-piece molecular cluster, C2H7N2O overall.

Strongest force on any atom (eV/Å): 5.39
Energy relative to the best compared isomer or geometry (same formula, charge and spin) (eV): 4.264
Charge: +1

CARTESIAN COORDINATES (ANGSTROEM)
1 C -2.82330 -0.32374 0.38650
2 C 2.93968 0.09189 0.41410
3 N -1.88840 0.55391 -0.00244
4 N 1.68554 0.15943 0.29461
5 O 1.08379 -0.23076 -0.89154
6 H 1.63754 -0.69893 -1.67753
7 H -2.41659 -1.26253 0.54750
8 H -3.90509 -0.11012 0.38058
9 H 3.56527 -0.04977 -0.51609
10 H -2.18569 1.54420 -0.18104
11 H 3.30650 0.20674 1.40243
12 H -0.99926 0.11966 -0.15706

(5)
The following is a DFT calculation (wB97M-V/def2-TZVPD) of C24H27NOSiSn as an isolated structure.

Strongest force on any atom (eV/Å): 3.11
Energy relative to the best compared isomer or geometry (same formula, charge and spin) (eV): 0.000

CARTESIAN COORDINATES (ANGSTROEM)
1 C 0.84101 2.60995 1.71266
2 C -0.13227 2.86652 0.70141
3 C -1.42715 2.69024 1.28455
4 H 0.06693 3.21598 -0.31031
5 C -1.24597 2.38311 2.68155
6 C 0.16141 2.32990 2.93395
7 H 0.63071 2.22222 3.91454
8 H 1.92147 2.72169 1.59855
9 H -2.38006 2.85587 0.77955
10 H -2.03196 2.33827 3.43554
11 Sn -0.69757 0.09678 1.30225
12 C -1.52430 -2.56947 -3.32723
13 H -2.23108 -2.50192 -2.50613
14 H -1.95940 -2.08737 -4.20950
15 H -0.53753 -2.11143 -3.13581
16 Si -0.43619 -0.68434 -1.38377
17 C 1.33082 -0.64239 -1.92537
18 C 2.02298 0.57866 -1.79554
19 H 1.52114 1.42665 -1.31942
20 C 3.31866 0.70907 -2.30050
21 H 3.82761 1.67208 -2.22160
22 C 3.93490 -0.38770 -2.90928
23 H 4.92870 -0.27387 -3.33721
24 C 3.29266 -1.62890 -2.96238
25 H 3.79143 -2.48979 -3.41453
26 C 1.99968 -1.76590 -2.45055
27 H 1.48519 -2.73173 -2.46074
28 C -1.53067 0.52431 -2.29176
29 C -1.10678 1.17526 -3.46603
30 H -0.15893 0.88429 -3.93082
31 C -1.88322 2.19825 -4.01468
32 H -1.53394 2.71408 -4.91409
33 C -3.07779 2.57539 -3.39591
34 H -3.67105 3.38961 -3.81100
35 C -3.51614 1.92880 -2.23634
36 H -4.44067 2.23646 -1.73629
37 C -2.75344 0.89833 -1.69066
38 H -3.07661 0.38960 -0.77311
39 H -0.94157 -2.04522 -1.03494
40 H -1.32179 -3.63390 -3.50140
41 O 1.69100 -0.33576 1.64162
42 C 1.97913 -1.44985 2.52954
43 C 0.87096 -1.59534 3.52602
44 C 1.07911 -2.38822 4.65774
45 C 0.05169 -2.49437 5.58690
46 C -1.13940 -1.79842 5.37738
47 C -1.28988 -1.04918 4.22321
48 N -0.30634 -0.98019 3.28548
49 H 2.52484 -0.04279 1.23303
50 H 2.10257 -2.39267 1.96587
51 H 2.91866 -1.22015 3.05477
52 H 2.04843 -2.89194 4.75056
53 H 0.17988 -3.11978 6.47433
54 H -1.97049 -1.83672 6.08308
55 H -2.19936 -0.48206 4.03284

(6)
The following is a DFT calculation (wB97M-V/def2-TZVPD) of a 8-piece molecular cluster, C20H34N6O4 overall.

Strongest force on any atom (eV/Å): 5.93
Energy relative to the best compared isomer or geometry (same formula, charge and spin) (eV): 0.000
SMILES: CCOC(C)=O.CCOC(C)=O.CC#N.CC#N.CC#N.CC#N.CC#N.CC#N

CARTESIAN COORDINATES (ANGSTROEM)
1 C 11.47271 9.38534 16.11492
2 C 10.23138 9.87396 15.26996
3 O 9.03141 9.14061 15.60936
4 C 7.89478 9.87503 15.85532
5 C 6.80425 8.88014 16.17266
6 O 7.71699 11.08289 15.74502
7 H 11.29017 9.15117 17.16370
8 H 12.22913 10.16684 16.04300
9 H 12.01028 8.55543 15.65626
10 H 10.06140 10.91071 15.56040
11 H 10.29387 9.83903 14.18232
12 H 7.30892 7.91778 16.08736
13 H 6.02261 8.97935 15.41948
14 H 6.41890 9.03332 17.18070
15 C 14.98091 12.14367 13.80098
16 C 14.54294 11.87328 15.27316
17 O 13.82015 12.99886 15.80638
18 C 12.56040 13.34852 15.39242
19 C 12.00332 14.51891 16.18136
20 O 11.91094 12.70979 14.58490
21 H 14.17080 12.42190 13.12690
22 H 15.51343 11.35164 13.27448
23 H 15.68260 12.97760 13.78400
24 H 13.82451 11.06646 15.41810
25 H 15.39705 11.61568 15.89944
26 H 12.32833 14.42980 17.21796
27 H 10.91856 14.45860 16.09336
28 H 12.34484 15.44097 15.71096
29 C 14.03059 6.95657 16.78254
30 C 15.01002 6.33226 17.77930
31 N 15.77931 5.83611 18.56018
32 H 14.47748 7.29163 15.84652
33 H 13.73563 7.83765 17.35244
34 H 13.10506 6.38173 16.75022
35 C 13.82487 7.46970 7.20340
36 C 12.73350 7.82420 8.10360
37 N 11.84557 8.04927 8.82553
38 H 14.82733 7.64311 7.59466
39 H 13.67394 7.83263 6.18672
40 H 13.75439 6.38836 7.08576
41 C 11.44620 6.01468 11.34266
42 C 10.68506 7.09689 12.01764
43 N 10.04489 7.90011 12.50028
44 H 12.37084 6.30214 10.84218
45 H 10.80321 5.43551 10.67992
46 H 11.74116 5.39079 12.18638
47 C 15.65831 5.75018 14.08692
48 C 17.01381 6.14050 14.58834
49 N 18.06783 6.44078 14.99150
50 H 15.07117 6.65727 13.94356
51 H 15.12349 5.21665 14.87268
52 H 15.58551 5.14699 13.18196
53 C 12.45393 10.21066 11.74912
54 C 13.17288 9.52150 12.83000
55 N 13.74066 8.94539 13.64952
56 H 11.41511 10.29393 12.06854
57 H 12.39658 9.65313 10.81426
58 H 12.85868 11.22001 11.67504
59 C 14.67957 12.38557 7.52020
60 C 14.36441 12.71053 8.91584
61 N 14.06850 12.96745 10.00364
62 H 14.32526 13.18337 6.86744
63 H 14.20749 11.46216 7.18468
64 H 15.76254 12.27236 7.47072

Total energy across the listed records, respectively: -8666.5663; -43885.0468; -62790.8904; -7204.8812; -42568.5064; -38419.4006 eV.